A molecular structure, C22H27GeN6OSV at a distorted geometry. Source: the OMol25 dataset; level of theory: ωB97M-V/def2-TZVPD.

ORCA input file:
```
! RIJCOSX wB97M-V def2-TZVPD def2/J DEFGRID3
* xyz 2 1
V 0.269 0.126 -0.809
N 2.162 -3.718 -2.101
C 1.897 -2.494 -1.642
S 1.106 -1.342 -2.666
N 2.228 -2.195 -0.416
N 1.964 -0.949 0.000
C 2.773 -0.464 0.898
C 2.761 0.874 1.413
C 3.624 1.302 2.425
C 3.585 2.605 2.870
C 2.693 3.520 2.302
C 1.845 3.133 1.285
C 1.875 1.812 0.848
O 1.085 1.316 -0.094
H 2.034 -3.931 -3.074
H 2.690 -4.358 -1.528
H 3.562 -1.132 1.234
H 4.312 0.590 2.866
H 4.245 2.928 3.663
H 2.670 4.540 2.660
H 1.163 3.831 0.814
N -2.333 0.583 -2.725
C -2.383 -0.618 -2.036
C -3.549 -1.384 -2.128
C -3.607 -2.596 -1.482
C -2.491 -3.033 -0.767
C -1.391 -2.221 -0.715
N -1.330 -1.016 -1.321
C -1.257 1.370 -3.059
C -1.426 2.283 -4.111
C -0.373 3.065 -4.511
C 0.859 2.933 -3.860
C 0.956 2.039 -2.834
N -0.084 1.273 -2.412
H -3.166 0.783 -3.254
H -4.383 -1.025 -2.716
H -4.500 -3.203 -1.538
H -2.481 -3.991 -0.267
H -0.505 -2.524 -0.167
H -2.384 2.339 -4.612
H -0.488 3.758 -5.333
H 1.722 3.511 -4.152
H 1.897 1.891 -2.326
C 0.759 -0.867 3.531
Ge -0.980 -0.631 2.652
C -2.147 0.536 3.720
C -1.807 -2.408 2.484
C -0.988 0.349 0.871
H 0.556 -1.264 4.527
H 1.299 0.068 3.649
H 1.377 -1.592 3.002
H -2.316 0.064 4.689
H -3.114 0.672 3.236
H -1.698 1.514 3.889
H -2.026 -2.753 3.496
H -1.135 -3.134 2.027
H -2.744 -2.376 1.930
H -0.867 1.400 1.147
H -2.015 0.214 0.529
*
```

Calculated values
**ΔE to the lowest compared entry with this formula, charge and spin**: 29.1 kcal/mol
**LUMO level**: -7.60 eV
**HOMO-LUMO gap**: 6.476 eV

Here are the Mulliken charges for atoms 1 to 8, given in e:
1. V 0.387
2. N -0.428
3. C 0.770
4. S -0.314
5. N -1.501
6. N 1.488
7. C -0.786
8. C 0.756